C48H56BrCl5GeNO4PS2SeTeW as an isolated structure at a distorted geometry, computed with ωB97M-V/def2-TZVPD.

* orbital gap (spin up / spin down): 5.577 / 5.807 eV
* spin multiplicity: 2
* charge: -1
* ⟨S²⟩: 0.763

```
122
Properties=species:S:1:pos:R:3:mulliken_charge:R:1
C 3.61824 -3.87542 0.53860 -0.80
H -2.59787 1.05612 2.91684 0.38
O 0.59919 -0.95698 -3.23988 -0.75
C 5.13598 3.79123 -0.85310 0.40
C 2.63202 0.50080 -4.70122 -0.77
C 1.24232 4.07277 1.84400 1.15
C 1.83530 5.23583 2.61466 -1.88
C 3.99794 3.87119 -1.62700 -0.39
H 0.50304 -2.74049 3.65545 0.63
H 1.63338 -2.47231 6.69971 0.37
H -7.41875 -3.30460 -2.32264 0.34
C 4.67345 -2.80895 3.90402 -1.00
H -0.45808 -0.57247 4.17291 0.11
C 4.98901 0.85364 -3.27650 -1.01
H 5.77762 1.70043 -5.08784 0.41
C -5.68352 -0.67368 -3.64761 -0.76
H 2.86667 -1.27978 6.23959 0.40
C 2.90939 3.02653 -1.37990 1.03
H -3.82897 0.20810 -0.15937 0.51
H 1.05466 5.85809 3.06005 0.39
Br -4.45337 -4.33238 2.30539 -0.21
H -1.91971 -3.11845 -2.32294 0.48
H 3.36769 -4.02582 -2.31241 0.52
H -5.12045 -3.38846 -1.74114 0.27
H -1.91939 -2.02832 -0.93945 -1.32
H 4.64691 -1.87951 3.33118 0.14
H 0.38170 -3.46881 0.33693 -0.05
H 5.05557 -3.60592 3.26394 0.38
H 1.65281 -5.39340 5.14389 0.38
H -3.15619 1.34445 -4.59112 0.16
P 2.55261 -2.78514 -0.44508 0.78
C -3.66136 -1.89245 -2.20896 1.07
H 5.90839 0.98812 -2.71668 0.46
C 2.64908 -2.34648 6.31997 -1.43
C -3.85451 -2.53522 2.51078 -0.07
C -4.19288 3.93086 -1.02249 -0.54
C -4.21700 1.17191 -4.42329 -1.88
C 2.86384 2.07671 -0.32523 -0.71
H -2.78830 3.63359 -3.75818 0.23
O -0.36846 -1.11580 0.57351 0.30
H 2.47214 4.85547 3.41143 0.44
H 1.62401 -3.10325 2.34389 -0.39
H -5.49673 1.57348 1.03407 0.46
H -5.54711 -1.97633 3.70564 0.41
C -2.96380 0.04097 2.82063 -0.11
H 5.36842 -2.67895 4.73545 0.43
S 1.76216 2.49367 2.36818 -0.44
H 2.56296 -2.53619 -2.84016 0.18
C -0.10376 5.58079 0.34747 -1.75
C 3.24156 -2.95971 -2.10261 -1.31
H 1.70296 0.36649 -5.24174 0.44
H -4.29567 4.98491 -1.26021 0.44
Ge 2.87814 -3.21221 4.57822 0.94
C 4.92049 1.24208 -4.60930 -0.64
C -4.42601 -0.07641 -3.60320 1.28
H 3.36455 -5.52073 5.57612 0.38
Cl 4.32935 0.69918 1.47620 -0.08
H -4.62825 2.04166 -3.90423 0.26
C -4.87685 2.02752 0.26873 -0.89
C 2.68398 0.15307 -3.35611 0.51
Te -1.64316 0.48540 -2.26384 0.20
C 4.10743 1.98208 0.34087 0.82
C -4.93721 -2.45106 -2.25961 -1.13
C 2.66762 -5.15586 4.81835 -1.36
C -0.98750 -0.41251 1.38436 0.66
C 5.20671 2.79831 0.10929 -0.22
C -4.61656 -1.65770 3.25831 -0.65
H 3.52210 -3.62502 1.59259 -0.27
H 3.34161 -2.78476 7.04165 0.40
C -5.97715 -1.82869 -2.93644 0.83
C 1.40569 -0.23594 -2.65812 -0.16
H -4.72443 1.07869 -5.38577 0.59
C 3.74483 1.04925 -5.32404 -0.72
C 0.93369 -3.54350 -0.59875 -0.59
H 2.44526 5.86407 1.95960 0.35
C -3.24099 3.17276 -1.70400 0.66
H 2.86502 -5.68867 3.88587 0.40
H 3.91854 0.00926 -1.61528 0.54
H -2.07183 -2.85871 1.34237 0.34
H -6.46384 -0.20375 -4.24278 0.42
H 0.39365 -2.97172 -1.35825 -0.15
Cl 1.61903 3.14356 -2.53520 -0.14
C -2.39131 3.83451 -2.75967 -1.06
C -3.93330 1.26086 -0.40320 -0.73
C -5.00151 3.37353 -0.04165 -0.89
H 0.14186 6.38138 1.04497 0.46
C 3.87380 0.31161 -2.65293 0.54
Cl 6.67909 2.57298 0.98873 -0.23
Cl 6.47007 4.85052 -1.12503 -0.23
H -1.18942 5.54931 0.20773 0.23
C -2.55204 -2.67599 -1.54732 0.03
C -2.22955 -0.85164 2.05579 -0.14
H 4.20586 -2.45701 -2.16969 0.32
C 0.51949 -0.12681 4.34679 -0.90
H 0.44725 0.95636 4.29487 0.23
C -7.37857 -2.38291 -2.90369 -1.62
H -7.74530 -2.59186 -3.91131 0.36
H -1.36871 3.46526 -2.72481 -0.07
C 1.52268 -2.58989 3.29848 -0.62
H -2.36793 4.91604 -2.61180 0.46
W 1.05739 0.87526 0.29412 -1.84
C 0.38738 4.24014 0.83706 -0.17
H 4.65396 -3.69888 0.24236 0.45
N 1.18169 0.31545 -1.45261 1.80
Se 1.74963 -0.67131 2.94281 0.44
C -4.14890 -0.36105 3.41654 -0.60
O 2.55654 -1.40860 0.15235 -0.13
H 3.36987 -4.92682 0.37676 0.42
H 0.91729 -0.43953 5.30894 0.39
H 3.68939 1.34464 -6.36502 0.39
C -3.41466 -0.65430 -2.81513 -0.24
S -0.28829 2.90375 -0.06800 0.67
H -8.06005 -1.66221 -2.44686 0.32
C -3.11157 1.81385 -1.38176 0.82
C -2.66711 -2.15821 1.91253 -0.26
H -5.72113 3.99124 0.48434 0.36
H 1.03015 -4.58478 -0.91514 0.70
H -4.72607 0.33941 4.00671 0.47
H 0.34401 5.81035 -0.62615 0.24
O -0.49549 0.73074 1.64012 -0.64
Cl 3.95836 5.00715 -2.92927 -0.22
H -2.95391 -3.48306 -0.93001 0.40
```